284
Properties=species:S:1:pos:R:3:forces:R:3:mulliken_charge:R:1 method="wB97M-V/def2-TZVPD" gap_ha=0.330 lumo_ev=0.617 largest_force_ev_per_a=2.80 homo_ev=-8.375 e_tot_ha=-5140.88952
C -2.1075 2.6395 5.0661 0.29 -0.35 0.16 -0.824
O -1.0558 3.5200 4.7970 0.24 0.60 0.37 0.293
C -0.8398 4.5182 5.8152 -0.06 -1.24 -0.72 -1.292
C -0.0291 5.5843 5.1708 0.19 0.81 0.64 1.280
N 0.5359 6.4228 6.2057 0.59 -0.08 -0.10 -0.334
C 1.3506 7.5291 5.7201 -0.49 0.13 2.49 -1.077
C 0.5981 8.6082 5.0071 0.37 -0.14 -0.74 0.108
O -0.4119 9.1605 5.8130 -0.18 -0.58 0.42 -0.340
C -1.1792 10.1474 5.1707 -0.16 -0.32 -0.04 -0.574
H -2.0129 2.1920 6.0555 -0.18 0.14 0.35 0.508
H -2.0234 1.7915 4.3864 -0.11 0.12 -0.32 -0.405
H -3.0607 3.1506 4.9311 -0.30 -0.14 0.20 0.525
H -0.3114 4.0901 6.6670 0.08 -0.20 0.11 0.344
H -1.7793 4.9349 6.1782 -0.35 -0.04 0.01 0.476
H -0.6972 6.1368 4.5102 0.25 -0.08 -0.58 -0.592
H 0.8430 5.1696 4.6652 -0.34 -0.20 -0.49 -0.212
H -0.1257 6.7325 6.9032 -0.15 0.15 -0.19 0.332
H 2.2294 7.1635 5.1890 -0.15 0.08 -0.26 0.336
H 1.6692 7.9854 6.6574 0.68 0.14 0.03 0.437
H 0.2115 8.0812 4.1348 -0.52 0.68 -0.60 -0.115
H 1.2962 9.4059 4.7533 0.16 0.05 -0.52 0.470
H -1.4349 9.8388 4.1571 0.01 -0.02 -0.24 0.111
H -0.6539 11.1016 5.1295 0.04 0.16 0.01 0.328
H -2.1147 10.2433 5.7220 0.11 0.17 0.10 0.238
C 1.5371 -8.0559 -6.0088 -1.22 -0.97 0.27 -0.696
O 0.5372 -7.0434 -6.0021 1.39 0.63 1.06 -0.433
C 1.1411 -5.8703 -5.4314 0.41 0.94 -0.14 -0.570
C 0.0964 -4.8674 -4.9723 -0.37 -1.01 -1.23 -0.289
N -0.9146 -5.5356 -4.1344 -0.43 1.12 -0.24 -0.422
C -2.1263 -4.6844 -4.0653 -0.30 -1.48 1.26 -0.482
C -3.3267 -5.4893 -3.4065 1.09 1.42 -0.89 -0.010
O -3.7138 -6.4831 -4.3064 -1.40 -1.89 -0.22 -0.481
C -4.8968 -7.2675 -3.8815 1.13 0.94 -0.09 -0.749
H 1.0142 -8.9676 -6.2977 0.14 -0.05 -0.30 0.334
H 1.8693 -8.2449 -4.9881 0.37 0.17 0.07 0.195
H 2.3817 -7.8971 -6.6792 0.00 0.39 -0.06 0.292
H 1.8066 -5.4560 -6.1888 -0.22 0.52 -0.44 0.554
H 1.8646 -5.9636 -4.6215 -0.21 -1.37 0.57 -0.005
H -0.2956 -4.4949 -5.9187 -0.82 0.24 -0.13 0.875
H 0.5270 -3.9782 -4.5118 0.18 -0.26 0.42 -0.172
H -1.1846 -6.4295 -4.5194 0.21 -0.10 -0.39 0.402
H -2.4225 -4.3111 -5.0456 -0.14 -0.05 -0.16 0.863
H -1.8523 -3.8338 -3.4413 -0.32 0.21 0.10 -0.185
H -4.1437 -4.7842 -3.2530 -0.08 0.09 0.13 -0.271
H -3.0112 -5.9010 -2.4478 0.01 -0.14 0.18 0.308
H -4.7620 -7.6622 -2.8745 0.13 0.14 0.17 0.294
H -5.0786 -8.1244 -4.5301 0.50 0.27 -0.31 0.290
H -5.7910 -6.6447 -3.9092 -0.01 0.21 0.07 0.265
C -1.6089 -0.6257 11.2879 -0.67 0.32 -1.57 -0.833
O -0.6156 -0.8327 10.2628 0.99 -0.60 1.55 -0.254
C 0.7855 -0.8372 10.6935 -0.71 0.66 -1.18 -0.621
C 1.6548 -0.8591 9.3965 -0.08 -0.57 1.98 -0.521
N 1.2826 0.1658 8.4813 0.06 0.21 -0.34 -0.324
C 1.7209 -0.0807 7.1117 -1.01 -0.32 -0.56 -0.783
C 0.7710 -1.0359 6.3666 -0.01 0.77 -0.12 -0.417
O -0.4975 -0.3637 6.1915 0.10 -0.58 0.12 -0.204
C -1.4490 -1.1321 5.4531 0.67 -0.15 -0.10 -0.908
H -2.5172 -0.8115 10.7146 -0.25 0.08 0.17 0.252
H -1.6737 0.4148 11.6060 0.42 0.15 0.10 0.320
H -1.7049 -1.2656 12.1651 0.98 -0.41 -0.06 0.304
H 1.0439 -1.6883 11.3236 -0.25 -0.24 -0.04 0.377
H 0.9568 0.0674 11.2771 0.12 0.22 -0.04 0.374
H 1.6148 -1.8854 9.0314 -0.27 -0.28 -0.48 0.285
H 2.6888 -0.7318 9.7169 0.21 0.13 0.07 0.404
H 0.2728 0.1860 8.4787 -0.26 0.28 -0.13 0.310
H 2.7172 -0.5139 7.0231 0.15 0.09 0.47 0.469
H 1.7333 0.8604 6.5619 0.05 0.08 -0.03 -0.020
H 0.6809 -1.9761 6.9106 -0.43 -0.09 0.26 0.607
H 1.2312 -1.3011 5.4148 -0.16 0.11 -0.43 0.323
H -1.1928 -1.1411 4.3937 0.15 -0.06 -0.23 0.129
H -2.4660 -0.7433 5.5038 0.20 0.36 0.45 0.272
H -1.4556 -2.1652 5.8008 -0.08 -0.15 0.10 0.508
C -3.2257 6.9200 3.2822 0.86 0.41 -0.48 -1.080
O -1.9472 6.9101 2.6093 -0.03 -0.58 0.01 0.208
C -1.7657 7.7995 1.5150 -1.76 -0.51 -1.73 -0.638
C -2.5673 7.2951 0.2069 0.67 -0.52 1.53 -1.203
N -1.9379 6.0664 -0.3345 0.42 0.42 -0.57 0.330
C -0.8899 6.3054 -1.3748 -1.61 -0.05 -0.62 -1.016
C 0.0414 5.1110 -1.5876 0.21 1.35 0.86 0.037
O 0.7517 5.0037 -0.3524 0.28 -0.51 -0.79 -0.465
C 0.6224 3.7730 0.2802 -0.29 -1.07 0.74 0.135
H -4.0477 6.5153 2.6917 0.09 0.18 -0.27 0.322
H -3.4490 7.9420 3.5884 -0.21 0.11 0.06 0.403
H -3.1464 6.2924 4.1698 0.31 0.03 -0.05 0.197
H -0.7431 7.7926 1.1376 0.32 0.02 0.92 0.357
H -2.1016 8.7900 1.8218 0.13 0.31 -0.14 0.505
H -2.6873 8.0593 -0.5610 0.27 0.05 0.04 0.469
H -3.5659 7.0372 0.5599 -0.19 -0.03 -0.19 0.336
H -1.5042 5.6013 0.4501 0.17 -0.14 0.17 -0.298
H -0.4056 7.2721 -1.2367 0.86 -0.18 0.46 0.440
H -1.4094 6.4926 -2.3146 -0.34 -0.21 -0.27 0.425
H 0.7628 5.2951 -2.3837 0.12 0.42 -0.07 0.288
H -0.4519 4.1972 -1.9187 -0.44 -0.12 0.57 -0.041
H 0.5809 2.8805 -0.3441 0.51 0.10 -0.76 0.005
H -0.3325 3.6748 0.7966 -0.23 0.34 0.58 0.170
H 1.4444 3.6275 0.9811 -0.05 0.19 0.06 0.041
C -2.8390 -3.3878 2.8346 -0.31 0.08 -0.09 -1.167
O -3.4636 -2.1098 2.6270 -0.33 -0.76 0.64 0.360
C -4.8692 -2.1768 2.9671 0.23 -0.30 -0.62 -0.946
C -5.4790 -0.7943 3.1672 0.84 0.10 -0.49 -0.064
N -5.8153 -0.1810 1.8883 -1.15 0.97 -1.22 0.081
C -6.5036 1.1502 1.9084 0.43 -0.64 1.15 -0.531
C -5.5894 2.2063 2.5162 0.55 1.07 -0.71 -0.591
O -4.5733 2.5741 1.5394 -0.06 0.32 0.07 0.383
C -3.7355 3.7077 1.9219 -0.82 -1.60 0.57 -0.032
H -3.2887 -4.2009 2.2648 -0.48 0.11 -0.34 0.399
H -2.9276 -3.6964 3.8763 0.15 0.16 0.27 0.439
H -1.7944 -3.4029 2.5239 -0.02 0.65 0.12 0.257
H -5.0862 -2.8185 3.8210 0.60 0.15 0.61 0.545
H -5.3694 -2.7222 2.1668 -0.25 0.24 -0.42 0.057
H -4.7239 -0.1801 3.6578 0.14 -0.07 0.59 -0.048
H -6.3321 -0.8922 3.8385 -0.25 0.17 -0.28 0.460
H -4.9761 0.0888 1.3953 0.56 -0.71 -0.07 -0.165
H -7.4434 1.0624 2.4535 0.10 0.01 0.46 0.567
H -6.8466 1.4942 0.9326 0.45 -0.45 -0.25 -0.405
H -5.0765 1.8841 3.4225 -0.08 -0.23 0.18 0.160
H -6.1599 3.0983 2.7748 -0.17 0.24 0.02 0.498
H -3.2126 3.4168 2.8330 0.19 0.25 0.08 -0.056
H -4.3601 4.5734 2.1424 0.03 0.09 -0.26 0.389
H -2.9889 3.8982 1.1511 -0.38 -0.01 -0.17 -0.412
C 0.9251 1.0492 3.5782 -0.72 1.35 0.27 0.817
O 2.2853 1.4849 3.5808 0.09 -0.67 0.04 0.098
C 2.4662 2.8523 3.9445 1.94 0.48 -0.95 0.077
C 3.9994 3.1786 3.8153 -1.20 -1.11 0.48 -1.336
N 4.4180 3.2756 2.4345 0.39 0.86 -0.45 -0.099
C 5.8726 3.4485 2.3352 0.23 -2.48 0.18 -0.731
C 6.5094 2.0296 2.5036 0.05 0.28 0.05 -0.718
O 6.1609 1.1951 1.3686 0.69 0.94 1.44 -0.135
C 6.8076 -0.0555 1.4582 -0.20 -0.44 -1.07 -0.858
H 0.4855 1.4117 4.5074 -0.44 0.05 -0.13 -0.152
H 0.6352 0.0013 3.4999 1.49 -0.52 0.20 -0.146
H 0.3911 1.4407 2.7124 -0.01 0.71 -0.04 -0.290
H 2.1599 3.1370 4.9511 -0.42 -0.48 0.16 0.344
H 2.0406 3.5399 3.2136 -0.76 -0.12 -0.02 -0.159
H 4.5176 2.3638 4.3210 0.18 -0.18 0.37 0.397
H 4.2340 4.0852 4.3730 -0.13 0.24 -0.21 0.544
H 4.2937 2.3770 1.9905 -0.71 -0.18 -0.12 0.027
H 6.2579 4.1100 3.1112 -0.02 0.16 -0.21 0.410
H 6.2150 3.7072 1.3332 -0.35 0.69 0.00 0.295
H 6.1861 1.4996 3.3994 -0.41 0.12 0.21 0.366
H 7.5836 2.1276 2.6605 0.42 -0.09 -0.60 0.529
H 7.8886 -0.0017 1.3288 0.19 0.36 -0.21 0.347
H 6.3718 -0.5991 0.6200 0.27 -0.37 0.08 0.210
H 6.6750 -0.6487 2.3630 -0.59 0.34 0.39 0.325
C 10.7770 2.3002 -6.0708 1.41 0.51 -0.93 -0.801
O 9.6593 3.1259 -5.9679 0.97 0.25 0.38 -0.281
C 8.5198 2.3747 -5.7826 -2.00 0.43 -0.62 -0.445
C 7.3872 3.4034 -5.5399 -1.08 -0.55 1.27 -0.621
N 6.1212 2.8568 -5.0050 -0.69 0.73 -0.54 -0.152
C 5.0876 3.8876 -4.5859 1.53 -1.70 -0.10 -0.992
C 3.7711 3.2189 -4.2396 0.63 -0.55 -0.52 0.018
O 3.8297 2.2481 -3.1818 0.63 1.44 1.10 -0.064
C 4.0426 2.8932 -1.8579 -1.10 -0.25 -1.09 -0.840
H 11.6645 2.9247 -6.1726 -0.05 0.31 0.37 0.275
H 10.8010 1.7677 -7.0216 -0.44 -0.58 -0.04 0.322
H 10.9586 1.6241 -5.2353 -0.41 -0.10 0.17 0.314
H 8.6588 1.6200 -5.0085 -0.23 0.15 0.58 0.364
H 8.2896 1.8128 -6.6878 -0.07 -0.24 -0.30 0.312
H 7.0693 3.9292 -6.4403 0.65 0.02 -0.29 0.215
H 7.7644 4.1356 -4.8261 0.39 0.28 -0.04 0.294
H 6.2063 2.0294 -4.4321 -0.13 0.43 0.39 0.211
H 4.9136 4.5675 -5.4199 0.01 -0.10 -0.24 0.479
H 5.4241 4.5225 -3.7662 0.27 0.04 0.29 0.366
H 3.4777 2.6720 -5.1357 -0.14 -0.29 0.11 -0.021
H 3.0546 4.0344 -4.1411 -0.47 -0.09 0.78 0.177
H 3.9496 2.1771 -1.0415 0.03 -0.39 -0.44 0.145
H 3.2106 3.5904 -1.7587 0.05 0.30 0.27 0.331
H 4.9812 3.4288 -1.7157 0.16 -0.11 -0.50 0.348
C 4.6892 -9.5777 -3.3809 -0.75 0.09 0.06 -0.693
O 4.2852 -8.9059 -2.1963 0.74 -0.14 0.47 -0.425
C 3.8420 -7.5395 -2.3387 0.85 -0.85 -0.35 0.024
C 3.9883 -6.8914 -0.9423 -0.41 -0.83 -1.45 -0.547
N 3.5296 -5.5223 -0.9313 0.26 0.65 1.70 0.119
C 3.3980 -4.9781 0.4583 1.02 1.16 -0.69 -1.116
C 3.0363 -3.4451 0.4852 0.33 -2.01 -0.79 0.669
O 3.5231 -3.0099 1.7045 -0.37 1.61 1.52 -0.513
C 3.0587 -1.6763 2.0230 -0.63 -0.53 -0.58 0.017
H 5.2000 -10.5272 -3.2210 -0.24 -0.04 0.94 0.302
H 5.4224 -9.0540 -3.9943 -0.30 0.71 -0.14 0.298
H 3.7637 -9.8168 -3.9047 0.16 0.04 -0.74 0.252
H 2.8207 -7.5460 -2.7196 -0.33 0.21 0.17 -0.212
H 4.4703 -7.1077 -3.1178 0.11 0.59 0.07 0.430
H 5.0413 -7.0080 -0.6863 -0.12 0.13 0.42 0.371
H 3.3350 -7.5450 -0.3642 0.25 -0.17 0.82 0.253
H 2.5637 -5.5496 -1.2254 -0.28 0.01 -0.80 -0.157
H 4.3159 -5.0106 1.0453 0.53 -0.21 -0.54 0.664
H 2.7260 -5.5284 1.1170 -0.63 -0.16 -0.20 0.284
H 1.9600 -3.3788 0.3261 -0.52 0.45 0.59 -0.363
H 3.4716 -2.8504 -0.3178 0.38 -0.28 -0.40 0.192
H 3.0900 -1.4256 3.0834 0.36 -0.50 0.02 0.359
H 2.0162 -1.6375 1.7070 -0.29 0.24 0.13 -0.135
H 3.5647 -0.8853 1.4696 0.41 -0.11 -0.15 0.089
C 3.1910 -2.9259 -3.3742 0.23 0.24 -0.44 -0.736
O 2.4647 -2.4752 -4.5350 -0.74 -0.37 0.69 -0.041
C 3.2431 -1.9667 -5.5901 0.96 -1.10 -0.70 -0.617
C 2.4618 -1.7985 -6.9211 -0.39 0.91 1.14 -0.970
N 1.3147 -0.8648 -6.8598 0.05 -0.50 -0.62 -0.312
C 1.7785 0.4884 -6.6375 -0.60 0.40 1.79 -0.205
C 0.6498 1.4494 -6.2171 0.21 0.36 -1.37 -1.259
O 0.1579 1.1896 -4.9278 0.17 0.51 0.22 -0.290
C -0.9689 1.9587 -4.5641 -0.96 0.00 -0.82 -0.891
H 3.7252 -2.0846 -2.9326 0.20 0.02 0.03 0.433
H 3.8786 -3.7448 -3.5859 0.29 0.12 -0.46 0.623
H 2.5652 -3.3689 -2.5995 -0.61 0.38 -0.41 -0.373
H 3.9595 -2.7556 -5.8192 0.54 -0.08 -0.17 0.377
H 3.8480 -1.1108 -5.2906 -0.27 0.40 0.11 0.422
H 2.2160 -2.7962 -7.2847 -0.53 0.12 0.04 0.323
H 3.1175 -1.3477 -7.6660 0.39 -0.20 0.07 0.476
H 0.7171 -1.0670 -6.0711 -0.19 -0.49 0.09 0.141
H 2.3709 0.8965 -7.4564 -0.23 -0.07 -0.16 0.492
H 2.3906 0.4717 -5.7358 0.73 0.35 0.07 0.100
H -0.1532 1.4370 -6.9541 -0.39 -0.34 -0.09 0.463
H 1.0258 2.4707 -6.2774 0.30 0.25 0.22 0.447
H -0.9163 3.0377 -4.7093 0.94 0.27 0.20 0.477
H -1.2987 1.7574 -3.5449 0.40 -0.23 -0.02 -0.129
H -1.7968 1.7227 -5.2327 -0.32 -0.45 -0.03 0.385
C 1.6481 0.0408 -1.4428 -0.76 -0.73 0.71 -0.766
C 0.4791 -0.9417 -1.8099 0.47 1.64 -0.72 0.697
C -0.8413 -0.4460 -1.1341 0.70 -0.67 0.05 -0.637
O -0.6915 -0.4284 0.2875 -0.79 -0.24 0.29 0.489
C -1.7194 0.3162 0.9772 1.61 1.38 -0.57 0.171
N 0.3051 -0.9680 -3.2829 -0.92 -0.75 0.76 1.838
H 1.6696 0.1149 -0.3555 0.18 0.22 0.16 0.161
H 1.4772 1.0339 -1.8584 -0.16 0.01 -0.12 -0.117
H 2.6371 -0.2776 -1.7723 -0.12 -0.24 -0.21 0.210
H 0.6995 -1.9403 -1.4325 0.06 -0.13 -0.08 -0.260
H -1.6872 -1.0892 -1.3766 -0.04 -0.10 -0.37 0.354
H -1.0351 0.5488 -1.5353 -0.17 0.42 0.11 -0.198
H -1.3817 0.4962 1.9978 -0.15 -0.71 0.14 -0.729
H -2.7754 0.0472 0.9518 0.24 -0.82 -0.31 0.117
H -1.6172 1.3166 0.5566 -0.56 0.45 -0.21 0.178
H 0.2217 -0.0580 -3.7129 -0.07 0.09 0.58 -0.157
H 1.0779 -1.3810 -3.7851 0.26 -0.39 0.42 -0.786
C -1.1159 -4.6825 -0.3222 -0.65 -0.25 0.31 0.072
C 0.0253 -5.6419 -0.5864 -0.69 -1.04 0.28 1.427
C -0.4068 -7.1626 -0.8333 1.09 0.36 -0.11 -1.280
O -1.0516 -7.8712 0.2268 -0.79 1.14 -0.66 -0.446
C -0.3793 -7.7665 1.4392 0.75 -0.35 0.78 -0.654
N 0.8048 -5.1806 -1.6948 0.47 -0.22 -1.06 1.114
H -1.5865 -4.8910 0.6387 -0.05 0.18 0.10 0.278
H -1.9053 -4.7285 -1.0725 0.05 -0.29 -0.16 -1.143
H -0.7718 -3.6493 -0.3696 0.16 0.08 0.39 0.112
H 0.7346 -5.6066 0.2404 -0.31 -0.22 0.47 0.062
H 0.4717 -7.7420 -1.1173 0.88 0.16 0.46 0.478
H -0.9342 -7.3037 -1.7768 -0.99 0.52 0.35 0.120
H 0.6103 -8.2142 1.3483 0.34 -0.08 0.05 0.299
H -0.8957 -8.2989 2.2379 -0.33 -0.24 -0.37 0.324
H -0.2321 -6.7634 1.8395 -0.16 0.39 -0.34 0.217
H 0.9661 -4.1887 -1.5944 0.02 0.22 0.10 -0.710
H 0.2815 -5.2848 -2.5524 -0.35 -0.17 -0.46 -0.617
C -5.4066 -3.5568 -1.2765 0.85 0.11 -0.25 -1.170
C -5.8406 -2.1870 -1.8168 1.67 -0.45 -0.38 1.488
C -5.3321 -1.8745 -3.2812 0.01 0.42 2.06 -1.163
O -3.9260 -1.7191 -3.2568 0.39 -0.91 0.33 0.424
C -3.3501 -1.5707 -4.5481 -0.31 0.99 0.49 -0.821
N -7.2481 -2.0166 -1.6702 -0.84 0.21 -0.42 -0.556
H -5.6818 -3.6528 -0.2262 -0.12 -0.02 0.00 0.453
H -4.3277 -3.6961 -1.3444 0.18 0.24 0.15 -0.279
H -5.7972 -4.4069 -1.8358 -0.51 0.09 -0.08 0.389
H -5.4300 -1.4408 -1.1365 0.56 0.18 -0.24 -0.551
H -5.7552 -0.8992 -3.5214 -0.49 -0.10 -0.53 0.340
H -5.6415 -2.6847 -3.9415 -0.11 0.04 -0.38 0.354
H -3.9205 -2.1797 -5.2494 0.42 -0.04 -0.35 0.518
H -2.2706 -1.7210 -4.5349 -0.11 -0.78 0.28 -0.098
H -3.3954 -0.5111 -4.7996 -0.52 0.23 -0.51 0.132
H -7.3974 -1.9103 -0.6770 -0.49 -0.11 0.15 0.292
H -7.7128 -2.8577 -1.9811 -0.38 -0.06 0.06 0.268
C -8.3755 3.0046 -2.5780 0.01 1.18 -0.02 -1.626
C -7.5917 1.7877 -2.3091 -0.32 -0.68 -1.60 0.664
C -6.1901 2.0971 -1.6750 -1.67 -0.09 0.06 0.270
O -5.3103 2.8958 -2.4887 -0.53 -1.03 0.57 -0.578
C -4.0082 2.9632 -1.9138 0.17 -0.18 -0.19 0.045
N -8.4612 0.8289 -1.5470 2.46 0.67 1.15 -0.647
H -7.7883 3.7832 -3.0649 0.13 -0.02 -0.03 0.271
H -8.6839 3.3790 -1.6019 -0.66 0.27 -0.18 0.327
H -9.1684 2.7287 -3.2732 -0.48 0.35 0.41 0.451
H -7.4986 1.3324 -3.2951 0.98 -0.16 -0.29 0.235
H -5.7891 1.1327 -1.3630 0.67 -0.03 -0.05 -0.056
H -6.4639 2.6614 -0.7836 0.42 0.12 0.37 0.113
H -3.4313 3.7028 -2.4690 -0.23 0.23 0.16 0.334
H -3.4501 2.0308 -1.9984 -0.16 -0.54 -0.29 -0.140
H -3.9981 3.1594 -0.8416 -0.36 0.46 0.00 -0.010
H -9.3384 0.5465 -1.9603 0.15 0.48 -0.59 0.302
H -7.8510 0.0243 -1.5691 -0.62 -0.83 0.34 0.113